[1]
H22O11 | ωB97M-V/def2-TZVPD

For the total energy, the calculation gives -22875.8414 eV. The energy above the lowest of the compared OMol25 structures with the same formula, charge and spin is 130.8 kcal per mole. For the HOMO-LUMO gap, the calculation gives 9.9 eV.

Each line ends with the Mulliken charge.
Geometry (Å):
O 0.328 -1.143 0.091  -0.224
H 0.644 -0.432 -0.407  0.187
H -0.510 -0.840 0.484  0.187
O 1.085 -1.542 -2.432  -0.545
H 0.218 -1.921 -2.477  0.296
H 1.356 -1.768 -3.404  0.251
O -4.071 -2.076 -0.150  -0.593
H -4.314 -1.100 -0.393  0.276
H -4.752 -2.539 -0.627  0.294
O 3.628 -0.260 -1.378  -0.644
H 3.823 -0.809 -0.686  0.401
H 2.692 0.030 -1.343  0.252
O 2.261 3.780 -1.849  -0.633
H 2.974 4.134 -2.366  0.310
H 2.713 3.465 -1.042  0.321
O -2.151 2.937 -0.255  -0.616
H -1.974 3.099 -1.188  0.328
H -2.534 3.809 0.143  0.305
O 0.784 1.620 3.992  -0.643
H 1.035 0.996 4.675  0.286
H 1.585 1.508 3.362  0.321
O -3.999 1.344 -1.532  -0.583
H -4.260 0.781 -0.802  0.287
H -2.979 1.343 -1.591  0.316
O 3.013 -1.751 0.438  -0.624
H 3.443 -1.710 1.316  0.279
H 2.478 -2.506 0.502  0.277
O -0.215 0.461 2.467  -0.530
H -1.061 0.505 1.966  0.250
H -0.240 -0.408 2.740  0.276
O -0.466 -3.257 0.246  -0.647
H 0.382 -2.811 0.492  0.324
H -0.916 -2.937 1.008  0.258

=====

[2]
H22O11 | ωB97M-V/def2-TZVPD

For the total energy, the calculation gives -22879.3142 eV. The energy above the lowest of the compared OMol25 structures with the same formula, charge and spin is 50.7 kcal per mole. For the HOMO-LUMO gap, the calculation gives 9.7 eV.

Each line ends with the Mulliken charge.
Geometry (Å):
O -1.232 1.431 2.001  -0.624
H -1.816 0.728 2.272  0.261
H -0.971 1.757 2.884  0.297
O 3.587 2.918 -1.042  -0.661
H 3.588 3.319 -1.904  0.294
H 2.818 2.256 -1.127  0.412
O 0.195 -0.483 -0.265  -0.500
H 0.501 -0.473 0.660  0.160
H 0.788 0.225 -0.508  0.269
O -1.718 1.132 -1.537  -0.645
H -1.040 0.568 -1.114  0.367
H -2.022 0.593 -2.241  0.386
O 1.492 -0.654 2.273  -0.597
H 0.777 -1.032 2.830  0.264
H 1.995 -0.212 2.946  0.288
O 1.401 1.164 -2.175  -0.704
H 2.279 1.052 -2.551  0.320
H 0.782 1.811 -2.598  0.285
O -0.893 -2.819 -1.263  -0.795
H -0.242 -2.190 -0.941  0.391
H -1.656 -2.336 -1.057  0.438
O 1.153 1.884 0.764  -0.518
H 1.800 1.593 1.405  0.250
H 0.342 1.512 1.040  0.285
O -0.097 -0.980 -3.345  -0.660
H 0.714 -0.616 -2.939  0.317
H -0.500 -1.575 -2.690  0.386
O -1.389 -1.394 2.919  -0.575
H -0.844 -2.131 2.604  0.321
H -1.955 -1.947 3.429  0.256
O -2.768 -1.608 0.111  -0.651
H -2.007 -1.193 0.401  0.397
H -3.066 -2.297 0.763  0.284

=====

[3]
H22O11 | ωB97M-V/def2-TZVPD

For the total energy, the calculation gives -22878.8657 eV. The energy above the lowest of the compared OMol25 structures with the same formula, charge and spin is 61.1 kcal per mole. For the HOMO-LUMO gap, the calculation gives 10.2 eV.

Each line ends with the Mulliken charge.
Geometry (Å):
O -3.251 -0.900 -0.356  -0.543
H -2.329 -1.170 -0.279  0.280
H -3.355 -0.763 -1.298  0.275
O -0.302 -4.314 0.947  -0.680
H 0.426 -4.331 1.566  0.313
H -0.805 -3.506 0.965  0.334
O 0.771 3.139 -3.275  -0.612
H 1.396 3.523 -2.653  0.319
H -0.109 3.442 -3.049  0.299
O 2.736 0.443 -2.432  -0.631
H 2.459 0.809 -3.273  0.311
H 2.179 -0.223 -2.031  0.309
O -4.530 -0.519 2.285  -0.612
H -3.738 0.025 2.320  0.295
H -4.130 -1.375 2.093  0.294
O 0.177 3.496 0.932  -0.594
H -0.140 4.378 1.136  0.283
H 0.399 3.221 1.826  0.311
O 3.710 1.505 0.002  -0.612
H 2.858 1.317 -0.402  0.313
H 4.242 1.605 -0.795  0.318
O -2.103 1.875 0.167  -0.565
H -2.428 2.765 0.042  0.262
H -1.149 1.884 0.294  0.346
O -0.352 -3.169 -1.798  -0.640
H 0.318 -2.487 -1.865  0.292
H -0.207 -3.677 -0.999  0.372
O 0.732 -0.154 0.536  -0.515
H 0.376 0.042 1.414  0.298
H 1.302 0.631 0.479  0.173
O 1.534 -2.826 2.701  -0.628
H 1.455 -1.941 2.999  0.278
H 1.858 -2.741 1.799  0.358

=====

[4]
H22O11 | ωB97M-V/def2-TZVPD

For the total energy, the calculation gives -22881.0877 eV. The energy above the lowest of the compared OMol25 structures with the same formula, charge and spin is 9.8 kcal per mole. For the HOMO-LUMO gap, the calculation gives 11.5 eV.

Each line ends with the Mulliken charge.
Geometry (Å):
O -1.493 11.563 10.445  -0.596
H -0.642 11.119 10.333  0.332
H -1.456 11.704 11.399  0.264
O 0.434 9.311 10.382  -0.601
H 0.104 8.451 10.649  0.264
H 0.887 9.086 9.550  0.370
O -4.108 7.325 6.676  -0.662
H -4.730 7.039 7.357  0.332
H -3.852 8.220 6.937  0.279
O -2.731 12.814 7.239  -0.797
H -2.110 12.355 7.823  0.316
H -2.847 12.259 6.442  0.391
O -3.544 10.874 5.615  -0.727
H -3.226 10.239 6.268  0.428
H -4.482 10.913 5.708  0.350
O -5.308 12.555 8.075  -0.685
H -5.649 13.366 8.442  0.309
H -4.368 12.747 7.868  0.466
O -3.005 8.315 11.198  -0.603
H -2.940 9.310 11.205  0.290
H -3.762 8.250 10.612  0.305
O -4.864 10.239 9.426  -0.678
H -4.913 10.510 10.350  0.286
H -5.000 11.070 8.913  0.346
O -1.479 6.502 8.115  -0.762
H -1.728 6.168 9.000  0.320
H -2.189 7.100 7.870  0.339
O -2.765 9.443 8.036  -0.409
H -3.236 10.089 8.592  0.245
H -1.810 9.511 8.142  0.227
O 0.970 7.739 8.281  -0.666
H 0.103 7.321 8.164  0.426
H 1.482 7.495 7.512  0.300